# 1
Density functional theory data (ωB97M-V/def2-TZVPD) for a structure of composition C27H30FN6O9S3Ti at a distorted geometry.

## Properties
Kohn-Sham gap (spin up / spin down), eV: 1.997 / 1.988
Strongest force on any atom, eV Å⁻¹: 1.044

```
! wB97M-V def2-TZVPD RIJCOSX def2/J DEFGRID3
* xyz -1 1
Ti 0.03 -2.31 -1.57
F 2.75 3.47 0.04
C 1.43 3.08 0.14
C 1.12 1.76 -0.02
C -0.26 1.36 0.04
C -0.67 0.08 -0.21
O 0.27 -0.88 -0.47
C -2.08 -0.26 -0.20
C -2.96 0.69 0.15
N -2.57 1.96 0.52
C -3.56 2.94 0.81
C -4.68 2.57 1.73
C -3.61 3.52 2.19
C -1.23 2.39 0.36
C -0.87 3.69 0.50
C 0.51 4.09 0.39
N 0.87 5.47 0.35
C 1.52 6.00 1.53
C 1.42 7.51 1.53
N 2.04 8.03 0.26
C 1.42 7.42 -0.98
C 1.52 5.92 -0.86
C -2.63 -1.61 -0.54
O -3.81 -1.88 -0.41
O -1.75 -2.50 -0.96
H 1.89 1.05 -0.28
H -4.02 0.48 0.16
H -3.80 3.62 -0.01
H -4.67 1.57 2.14
H -5.66 2.96 1.51
H -2.87 3.14 2.88
H -3.85 4.57 2.30
H -1.60 4.46 0.70
H 2.58 5.70 1.59
H 1.02 5.60 2.41
H 1.95 7.97 2.36
H 0.38 7.83 1.52
H 3.03 7.79 0.27
H 1.97 9.05 0.21
H 1.98 7.82 -1.83
H 0.39 7.75 -1.01
H 2.59 5.62 -0.90
H 1.03 5.46 -1.71
O 0.54 -7.52 0.70
C 0.36 -7.69 -0.62
C 0.30 -8.99 -1.11
C 0.13 -9.24 -2.45
C 0.00 -8.18 -3.35
C 0.05 -6.88 -2.88
C 0.23 -6.61 -1.52
C 0.26 -5.20 -1.09
O 0.13 -4.29 -1.98
N 0.44 -4.96 0.19
N 0.41 -3.60 0.45
C 0.53 -3.29 1.68
S 0.71 -4.53 2.94
C 1.06 -3.35 4.26
C 0.27 -2.09 3.98
S 0.52 -1.63 2.25
H 0.55 -6.54 0.86
H 0.40 -9.80 -0.39
H 0.09 -10.26 -2.81
H -0.13 -8.37 -4.41
H -0.04 -6.04 -3.55
H 2.13 -3.13 4.28
H 0.77 -3.81 5.20
H 0.60 -1.25 4.59
H -0.80 -2.26 4.16
O 0.34 -0.49 -5.27
S 0.86 -1.08 -4.07
O 1.68 -0.20 -3.24
O -0.42 -1.43 -3.13
O 1.48 -2.40 -4.24
N 2.25 -2.48 -1.49
H 2.50 -2.60 -2.47
H 2.62 -3.23 -0.93
H 2.60 -1.58 -1.18
*
```

Results of the Löwdin charge analysis, in e, for atoms 1 through 2: 1.16 0.01

# 2
Density functional theory data (ωB97M-V/def2-TZVPD) for a structure of composition C27H30N2O6SiTa at a distorted geometry.

## Properties
Kohn-Sham gap, eV: 7.625
Strongest force on any atom, eV Å⁻¹: 2.114

```
! wB97M-V def2-TZVPD RIJCOSX def2/J DEFGRID3
* xyz 1 1
Ta -0.16 -0.39 1.75
O 0.25 2.02 1.10
C -0.48 3.05 1.77
C -1.90 2.58 1.90
N -1.98 1.31 2.64
C -1.61 1.44 4.06
C -0.11 1.29 4.27
O 0.46 1.70 5.23
O 0.48 0.62 3.27
C -3.27 0.65 2.42
C -3.18 -0.40 1.33
O -4.08 -0.80 0.68
O -1.88 -0.85 1.19
H 1.19 2.22 1.14
H -0.03 3.26 2.75
H -0.46 3.96 1.18
H -2.49 3.35 2.39
H -2.30 2.41 0.90
H -1.92 2.39 4.50
H -2.08 0.64 4.62
H -3.60 0.14 3.32
H -4.06 1.34 2.13
N 4.08 -1.30 1.45
C 2.76 -1.29 1.52
O 2.12 -0.22 1.61
C 1.99 -2.56 1.48
C 0.68 -2.35 2.24
H 4.58 -0.43 1.41
H 4.59 -2.16 1.38
H 2.56 -3.41 1.86
H 1.79 -2.76 0.42
H 0.88 -2.29 3.32
H 0.01 -3.19 2.08
C -1.80 -3.99 -3.03
C -1.57 -4.05 -1.66
C -0.97 -2.97 -1.01
C -0.58 -1.83 -1.71
C -0.82 -1.80 -3.09
C -1.42 -2.86 -3.74
Si 0.21 -0.32 -0.96
C -0.74 1.17 -1.58
C -2.13 1.09 -1.60
C -2.91 2.17 -2.01
C -2.29 3.34 -2.42
C -0.90 3.43 -2.43
C -0.13 2.35 -2.01
C 2.01 -0.27 -1.48
C 2.87 0.78 -1.12
C 4.18 0.83 -1.56
C 4.68 -0.18 -2.37
C 3.85 -1.23 -2.74
C 2.53 -1.27 -2.30
H -2.27 -4.82 -3.53
H -1.87 -4.92 -1.09
H -0.81 -3.04 0.06
H -0.54 -0.92 -3.67
H -1.60 -2.82 -4.81
H -2.63 0.16 -1.32
H -3.99 2.09 -2.03
H -2.89 4.18 -2.75
H -0.42 4.33 -2.78
H 0.95 2.43 -2.04
H 2.50 1.58 -0.49
H 4.82 1.66 -1.27
H 5.70 -0.14 -2.72
H 4.23 -2.02 -3.38
H 1.90 -2.10 -2.60
*
```

Results of the natural (NBO) charge analysis, in e, for atoms 1 through 2: 2.13 -0.71

# 3
Density functional theory data (ωB97M-V/def2-TZVPD) for the molecule C27H30N4O6.

## Properties
SMILES: CC(C)C[C@H](NC(=O)c1nc[nH]c1C(=O)NCC(=O)OCc1ccccc1)C(=O)OCc1ccccc1
Kohn-Sham gap, eV: 9.650
Strongest force on any atom, eV Å⁻¹: 0.951
Energy relative to the best compared isomer or geometry (same formula, charge and spin), kcal per mole: 35.8

```
! wB97M-V def2-TZVPD RIJCOSX def2/J DEFGRID3
* xyz 0 1
C -1.24 -4.58 0.53
C -2.36 -4.23 -0.44
C -3.61 -5.06 -0.12
C -2.72 -2.74 -0.40
C -1.58 -1.81 -0.80
N -0.68 -1.52 0.29
C 0.66 -1.54 0.17
O 1.24 -1.93 -0.84
C 1.34 -1.03 1.37
N 0.59 -0.60 2.44
C 1.44 -0.16 3.32
N 2.71 -0.28 2.89
C 2.68 -0.84 1.65
C 3.96 -0.97 0.92
O 4.98 -0.52 1.42
N 3.91 -1.61 -0.26
C 4.99 -1.44 -1.20
C 4.93 -0.07 -1.88
O 5.79 0.39 -2.58
O 3.80 0.54 -1.56
C 3.59 1.90 -1.94
C 2.86 2.56 -0.80
C 3.35 3.71 -0.19
C 2.68 4.26 0.89
C 1.53 3.66 1.38
C 1.05 2.51 0.77
C 1.70 1.97 -0.31
C -2.14 -0.51 -1.38
O -3.12 -0.44 -2.07
O -1.39 0.54 -1.04
C -1.84 1.82 -1.47
C -3.00 2.31 -0.65
C -4.04 3.01 -1.25
C -5.10 3.46 -0.48
C -5.14 3.20 0.88
C -4.11 2.50 1.47
C -3.04 2.05 0.71
H -0.31 -4.11 0.24
H -1.49 -4.27 1.54
H -1.08 -5.66 0.54
H -2.04 -4.48 -1.46
H -3.39 -6.12 -0.20
H -3.96 -4.85 0.88
H -4.41 -4.82 -0.82
H -3.55 -2.56 -1.08
H -3.05 -2.48 0.61
H -0.97 -2.27 -1.59
H -1.05 -1.15 1.15
H 1.17 0.24 4.28
H 3.58 -0.01 3.33
H 2.97 -1.81 -0.65
H 5.94 -1.50 -0.66
H 4.95 -2.22 -1.96
H 2.99 1.91 -2.86
H 4.56 2.37 -2.14
H 4.25 4.17 -0.56
H 3.07 5.15 1.35
H 1.02 4.08 2.22
H 0.16 2.03 1.15
H 1.33 1.07 -0.78
H -2.12 1.77 -2.53
H -0.97 2.48 -1.35
H -4.02 3.20 -2.31
H -5.91 4.01 -0.95
H -5.98 3.55 1.47
H -4.14 2.29 2.53
H -2.24 1.50 1.18
*
```

Results of the natural (NBO) charge analysis, in e, for atoms 1 through 2: -0.61 -0.21

# 4
Density functional theory data (ωB97M-V/def2-TZVPD) for the molecule C27H30N4O6.

## Properties
SMILES: CC(C)(C)OC(=O)CNC(=O)c1[nH]cnc1C(=O)N[C@@H](Cc1ccccc1)C(=O)OCc1ccccc1
Kohn-Sham gap, eV: 9.698
Strongest force on any atom, eV Å⁻¹: 0.988
Energy relative to the best compared isomer or geometry (same formula, charge and spin), kcal per mole: 30.3

```
! wB97M-V def2-TZVPD RIJCOSX def2/J DEFGRID3
* xyz 0 1
C -0.71 -2.82 -0.76
C -2.13 -2.88 -1.32
C -2.74 -4.26 -1.10
C -2.14 -2.50 -2.80
O -2.85 -1.89 -0.55
C -4.12 -1.61 -0.76
O -4.86 -2.16 -1.54
C -4.57 -0.46 0.14
N -3.45 0.21 0.74
C -3.14 0.03 2.03
O -3.88 -0.47 2.87
C -1.80 0.52 2.43
N -1.49 0.52 3.76
C -0.21 0.91 3.89
N 0.33 1.16 2.72
C -0.64 0.93 1.79
C -0.34 1.11 0.37
O -1.16 1.02 -0.54
N 0.97 1.35 0.15
C 1.52 1.63 -1.15
C 2.03 3.08 -1.23
C 0.90 4.02 -0.90
C 0.66 4.39 0.41
C -0.43 5.19 0.73
C -1.28 5.62 -0.27
C -1.04 5.25 -1.59
C 0.04 4.45 -1.90
C 2.63 0.61 -1.40
O 3.80 0.86 -1.41
O 2.10 -0.60 -1.54
C 3.01 -1.70 -1.53
C 3.55 -1.95 -0.14
C 2.72 -1.75 0.97
C 3.21 -1.96 2.24
C 4.52 -2.37 2.43
C 5.34 -2.57 1.33
C 4.86 -2.36 0.05
H -0.29 -1.83 -0.93
H -0.08 -3.56 -1.24
H -0.72 -3.01 0.31
H -2.15 -5.02 -1.62
H -2.76 -4.50 -0.04
H -3.76 -4.29 -1.49
H -1.50 -3.18 -3.36
H -1.76 -1.48 -2.91
H -3.15 -2.54 -3.20
H -5.19 -0.87 0.94
H -5.17 0.23 -0.46
H -2.71 0.55 0.11
H -2.15 0.24 4.47
H 0.30 1.01 4.82
H 1.55 1.44 0.97
H 0.70 1.47 -1.87
H 2.85 3.19 -0.52
H 2.41 3.26 -2.23
H 1.32 4.06 1.20
H -0.61 5.48 1.75
H -2.13 6.24 -0.03
H -1.71 5.59 -2.37
H 0.22 4.16 -2.92
H 3.84 -1.50 -2.22
H 2.43 -2.55 -1.88
H 1.70 -1.43 0.82
H 2.57 -1.79 3.09
H 4.90 -2.53 3.43
H 6.36 -2.89 1.48
H 5.50 -2.51 -0.80
*
```

Results of the natural (NBO) charge analysis, in e, for atoms 1 through 2: -0.62 0.27

# 5
Density functional theory data (ωB97M-V/def2-TZVPD) for a structure of composition C27H30N9O3S2V.

## Properties
Kohn-Sham gap (spin up / spin down), eV: 6.029 / 5.280
Strongest force on any atom, eV Å⁻¹: 0.170
<S²>: 0.767
Energy relative to the best compared isomer or geometry (same formula, charge and spin), kcal per mole: 0.0

```
! wB97M-V def2-TZVPD RIJCOSX def2/J DEFGRID3
* xyz 1 2
V -0.06 -0.04 0.44
O -1.64 1.88 3.63
C -0.84 1.46 2.81
N -0.92 1.52 1.44
C -1.86 2.31 0.83
O -2.45 3.26 1.28
C -2.11 1.87 -0.60
C -2.99 2.58 -1.40
C -3.22 2.15 -2.69
C -2.55 1.01 -3.14
C -1.68 0.37 -2.28
N -1.45 0.78 -1.03
C 0.36 0.67 3.27
C 0.76 0.72 4.59
C 1.87 -0.02 4.98
C 2.52 -0.79 4.03
C 2.05 -0.79 2.73
N 0.99 -0.08 2.35
H -3.48 3.45 -0.97
H -3.91 2.67 -3.33
H -2.71 0.63 -4.13
H -1.14 -0.51 -2.60
H 0.20 1.34 5.28
H 2.21 -0.01 6.01
H 3.39 -1.39 4.29
H 2.54 -1.38 1.97
S -2.10 -2.75 -1.17
C -0.48 -2.97 -1.07
N 0.05 -4.19 -1.46
C 1.36 -4.48 -1.51
C 2.26 -3.53 -1.14
C 1.73 -2.32 -0.71
N 0.44 -2.03 -0.64
H -0.64 -4.87 -1.74
H 1.62 -5.48 -1.85
H 3.33 -3.71 -1.18
H 2.40 -1.52 -0.40
C 0.90 1.98 -4.92
C 0.84 2.93 -3.74
N 0.96 2.26 -2.45
C 2.07 1.81 -1.89
S 2.01 1.07 -0.33
N 3.23 2.00 -2.52
C 4.54 1.56 -2.03
C 4.85 0.13 -2.43
H 0.81 2.53 -5.86
H 0.08 1.26 -4.87
H 1.83 1.41 -4.95
H -0.11 3.46 -3.72
H 1.61 3.71 -3.81
H 0.12 2.10 -1.91
H 3.21 2.47 -3.41
H 4.55 1.67 -0.95
H 5.28 2.24 -2.44
H 4.11 -0.56 -2.01
H 5.84 -0.16 -2.06
H 4.85 0.01 -3.52
N -4.63 0.73 3.35
C -4.66 -0.63 3.44
O -5.62 -1.27 3.83
C -3.40 -1.32 2.99
C -2.99 -2.48 3.62
C -1.79 -3.05 3.24
C -1.03 -2.42 2.26
N -1.44 -1.31 1.62
C -2.62 -0.81 1.97
H -5.43 1.21 3.72
H -3.75 1.23 3.34
H -3.61 -2.91 4.40
H -1.42 -3.95 3.70
H -0.06 -2.81 1.98
H -2.96 0.06 1.42
*
```

Results of the Löwdin charge analysis, in e, for atoms 1 through 2: 0.54 0.10

# 6
Density functional theory data (ωB97M-V/def2-TZVPD) for a structure of composition C27H31BF4N7O2Y.

## Properties
Kohn-Sham gap, eV: 7.320
Strongest force on any atom, eV Å⁻¹: 0.491
Energy relative to the best compared isomer or geometry (same formula, charge and spin), kcal per mole: 10.9

```
! wB97M-V def2-TZVPD RIJCOSX def2/J DEFGRID3
* xyz 0 1
Y 0.14 0.08 0.21
C -0.59 3.10 0.98
N -0.56 1.89 1.84
C 0.29 2.20 3.03
C 1.77 1.76 3.17
C 2.74 1.45 2.01
N 2.18 1.41 0.65
C 2.96 1.76 -0.29
C 2.68 1.86 -1.71
C 3.75 2.15 -2.56
C 3.59 2.35 -3.91
C 2.29 2.28 -4.44
C 1.21 2.01 -3.63
C 1.36 1.76 -2.24
O 0.33 1.50 -1.51
C -1.95 1.63 2.29
C -2.28 0.23 2.84
C -2.68 -0.86 1.82
N -1.55 -1.40 1.07
C -1.33 -2.66 1.13
C -0.21 -3.45 0.63
C -0.35 -4.83 0.85
C 0.63 -5.74 0.54
C 1.83 -5.27 0.01
C 2.01 -3.93 -0.21
C 1.01 -2.97 0.07
O 1.27 -1.72 -0.21
H -1.04 3.94 1.52
H -1.14 2.90 0.07
H 0.43 3.37 0.70
H -0.20 1.75 3.90
H 0.23 3.29 3.17
H 1.78 0.89 3.82
H 2.23 2.56 3.76
H 3.16 0.46 2.21
H 3.57 2.16 2.02
H 3.99 2.06 -0.04
H 4.75 2.23 -2.13
H 4.43 2.56 -4.55
H 2.13 2.45 -5.50
H 0.21 1.97 -4.03
H -2.60 1.83 1.44
H -2.20 2.36 3.06
H -3.15 0.37 3.48
H -1.48 -0.13 3.49
H -3.40 -0.44 1.12
H -3.17 -1.66 2.38
H -2.06 -3.28 1.66
H -1.27 -5.18 1.30
H 0.48 -6.80 0.73
H 2.63 -5.96 -0.22
H 2.95 -3.55 -0.61
N -3.70 0.94 -2.87
C -4.35 1.81 -2.03
C -3.62 1.82 -0.88
N -2.54 0.98 -0.99
C -2.63 0.46 -2.19
C -1.68 -0.50 -2.74
N -0.76 -1.07 -2.01
C -0.03 -1.86 -2.86
C -0.52 -1.75 -4.12
N -1.59 -0.89 -4.03
H -4.02 0.65 -3.77
H -5.25 2.33 -2.32
H -3.81 2.41 0.00
H 0.80 -2.44 -2.50
H -0.22 -2.19 -5.06
H -2.12 -0.54 -4.81
F 0.75 -0.69 2.35
B 0.85 -1.42 3.66
F 2.19 -1.65 3.85
F 0.09 -2.56 3.56
F 0.33 -0.55 4.62
*
```

Results of the Löwdin charge analysis, in e, for atoms 1 through 2: 1.58 -0.10

# 7
Density functional theory data (ωB97M-V/def2-TZVPD) for the molecule C27H31BrClN5OS at a distorted geometry.

## Properties
SMILES: OCCCn1c(CCCNc2nc(-c3cccc(Br)c3)cs2)nc2cc(Cl)c(N3CCCCC3)cc21
Kohn-Sham gap, eV: 8.175
Strongest force on any atom, eV Å⁻¹: 1.166

```
! wB97M-V def2-TZVPD RIJCOSX def2/J DEFGRID3
* xyz 0 1
O -3.50 -1.50 -0.76
C -3.52 -0.38 -1.59
C -2.13 0.17 -1.94
C -1.20 -0.89 -2.54
N -0.43 -1.59 -1.55
C -0.54 -2.89 -1.12
C -1.61 -3.81 -1.58
C -1.93 -4.89 -0.55
C -2.61 -4.33 0.71
N -1.67 -3.92 1.73
C -1.26 -2.66 1.95
N -1.80 -1.57 1.50
C -1.15 -0.45 1.97
C -1.60 0.88 1.59
C -0.68 1.92 1.43
C -1.11 3.18 1.05
C -2.46 3.42 0.83
C -3.36 2.39 1.01
Br -5.22 2.72 0.71
C -2.95 1.12 1.38
C -0.11 -0.70 2.81
S 0.09 -2.40 3.06
N 0.40 -3.23 -0.28
C 1.18 -2.11 -0.11
C 2.31 -1.90 0.66
C 2.88 -0.65 0.63
Cl 4.35 -0.43 1.52
C 2.36 0.42 -0.14
N 3.03 1.65 -0.15
C 2.91 2.50 -1.31
C 4.17 3.36 -1.44
C 4.37 4.19 -0.17
C 4.41 3.26 1.04
C 3.14 2.42 1.07
C 1.23 0.20 -0.92
C 0.66 -1.06 -0.90
H -2.93 -1.33 0.02
H -4.03 -0.70 -2.51
H -4.12 0.43 -1.15
H -2.26 0.99 -2.64
H -1.67 0.57 -1.03
H -1.78 -1.61 -3.12
H -0.49 -0.40 -3.22
H -1.30 -4.29 -2.52
H -2.52 -3.23 -1.77
H -2.61 -5.61 -1.01
H -1.02 -5.41 -0.27
H -3.23 -5.12 1.17
H -3.24 -3.49 0.46
H -1.01 -4.62 2.02
H 0.37 1.72 1.58
H -0.40 3.98 0.92
H -2.80 4.40 0.54
H -3.67 0.33 1.52
H 0.53 -0.01 3.32
H 2.74 -2.69 1.26
H 2.81 1.87 -2.20
H 2.02 3.16 -1.24
H 4.08 4.00 -2.31
H 5.02 2.70 -1.58
H 5.30 4.76 -0.25
H 3.55 4.90 -0.07
H 4.49 3.84 1.96
H 5.27 2.60 0.97
H 3.14 1.75 1.93
H 2.27 3.09 1.16
H 0.81 0.99 -1.51
*
```

Results of the natural (NBO) charge analysis, in e, for atoms 1 through 2: -0.79 -0.05

- Which formula does entry 4 have?
  C27H30N4O6